C27H35CrFN4P2 | the ωB97M-V functional and the def2-TZVPD basis

The calculation puts the energy relative to the best compared isomer or geometry (same formula, charge and spin) at 798.82 kJ/mol. Its HOMO-LUMO gap (spin up / spin down) is 5.31 / 5.03 eV. The calculation puts the largest force on an atom at 4.84 eV Å⁻¹. The HOMO energy (spin up / spin down) comes out at -4.72 / -4.69 eV. As for the expectation value of S²: 6.14. Its spin multiplicity is 5.

Cartesian coordinates (Å):
Cr: 2.490 0.705 0.172
P: -1.981 -1.133 0.707
P: -1.123 2.134 -0.159
F: -1.570 2.494 1.357
N: -1.624 3.416 -1.148
N: 0.515 2.578 0.200
N: -1.074 -2.178 1.747
N: -3.229 -2.076 0.130
C: 2.820 2.857 0.010
C: 3.409 0.474 -1.533
C: -0.672 -3.495 1.457
C: -1.030 0.723 -1.338
C: -0.643 -1.884 3.048
C: -5.332 -2.849 0.233
C: -0.910 4.024 -2.213
C: -3.731 -2.098 -1.179
C: -5.022 -2.587 -1.137
C: 1.647 2.394 -0.678
C: -4.235 -2.537 0.992
C: -1.663 5.071 -2.707
C: 1.019 2.913 1.425
C: 2.422 2.998 1.350
C: -0.131 -4.038 2.591
C: -0.119 -3.034 3.596
C: -0.957 -0.702 -0.726
C: 1.761 -1.764 -0.443
C: 2.518 -1.907 -1.678
C: 2.869 -0.608 -2.410
C: 4.645 -1.027 0.293
C: -2.876 4.057 -1.065
C: -2.907 5.090 -1.991
C: 4.312 0.290 -0.358
C: -2.779 0.007 1.869
C: 3.560 -1.389 1.351
C: 2.151 -1.208 0.801
H: 0.225 -3.125 4.605
H: 1.456 2.484 -1.742
H: 0.105 -0.845 -0.462
H: 0.392 3.294 2.233
H: -3.698 5.792 -2.135
H: -3.607 3.700 -0.377
H: -2.051 0.689 2.330
H: 1.380 -1.323 1.582
H: 1.964 -0.187 -2.864
H: 3.823 2.986 -0.418
H: -1.351 5.762 -3.475
H: -3.101 -1.791 -1.995
H: 3.633 -2.451 1.622
H: -0.843 -3.919 0.475
H: 0.222 -5.045 2.710
H: 1.011 -2.553 -0.322
H: -6.272 -3.207 0.615
H: 3.720 -0.782 2.268
H: -1.113 -1.443 -1.526
H: 0.050 3.652 -2.521
H: 4.947 1.155 -0.042
H: 3.395 -2.532 -1.598
H: 1.895 -2.483 -2.358
H: -0.813 -0.899 3.452
H: -1.878 0.760 -2.052
H: -3.580 0.521 1.312
H: 4.812 -1.843 -0.420
H: -0.105 0.932 -1.922
H: -4.045 -2.614 2.057
H: 3.583 1.404 -2.097
H: 5.604 -0.890 0.805
H: 3.033 3.204 2.214
H: -3.200 -0.583 2.702
H: 3.549 -0.808 -3.245
H: -5.673 -2.720 -1.979

Force components x, y, z for each atom (eV/Å):
Cr -1.9 0.9 1.4
P 1.2 1.2 0.9
P -3.0 -3.8 -0.2
F -0.2 3.1 3.3
N -0.3 1.1 -1.3
N 1.7 -0.7 -1.0
N 0.2 0.0 -0.5
N -0.7 -0.4 -0.1
C -0.8 -0.4 -0.8
C 1.8 0.2 0.5
C -0.5 0.3 0.3
C 1.7 -0.1 -2.6
C -0.5 -0.8 0.0
C 0.5 0.2 0.3
C -1.1 0.6 0.6
C -0.8 -0.4 0.3
C 1.2 0.5 0.3
C -0.4 2.7 -0.2
C -0.3 -0.2 -0.5
C 0.2 -0.9 0.7
C 1.2 0.4 0.4
C -1.2 0.7 0.7
C -0.1 0.3 -0.4
C -0.3 1.1 -0.6
C 0.2 1.3 -0.8
C -0.6 -1.6 1.2
C 0.1 0.0 -1.7
C 0.1 0.1 -0.1
C 0.4 -0.2 0.6
C 1.3 0.8 -1.1
C 0.8 -1.2 0.7
C 0.3 0.7 -0.9
C 0.0 -0.5 0.8
C 0.6 -0.5 -0.2
C 0.2 0.2 0.7
H 0.2 0.0 0.2
H 0.2 -0.4 0.2
H -0.3 -0.2 0.4
H 0.1 -0.9 -0.2
H -0.4 0.1 0.0
H -0.2 -0.1 0.4
H -0.5 -0.1 -0.7
H 0.3 -0.1 -0.2
H -0.1 -0.2 0.0
H -0.8 -0.1 0.3
H 0.0 -0.1 -0.1
H -0.2 0.1 -0.1
H 0.4 0.0 0.3
H -0.1 0.0 0.3
H 0.1 -0.1 -0.1
H -0.2 0.2 -0.3
H 0.0 -0.1 0.0
H -0.1 -0.3 -0.4
H 0.0 0.1 0.2
H 0.0 0.1 0.1
H -0.2 -0.9 -0.6
H 0.6 -0.2 0.3
H -0.2 -0.1 -0.3
H 0.1 -0.1 0.1
H 0.3 0.5 0.6
H 0.6 0.0 0.2
H -0.2 0.2 0.2
H -0.1 -1.2 -0.5
H -0.1 0.0 -0.3
H 0.0 -0.3 0.2
H 0.0 -0.2 0.1
H 0.1 0.2 -0.1
H -0.2 -0.1 -0.2
H 0.0 -0.2 0.0
H 0.0 -0.1 -0.2


C10H11NOS | the ωB97M-V functional and the def2-TZVPD basis

The calculation puts the energy relative to the best compared isomer or geometry (same formula, charge and spin) at 692.00 kJ/mol. Its HOMO-LUMO gap (spin up / spin down) is 7.50 / 5.81 eV. The calculation puts the largest force on an atom at 4.31 eV Å⁻¹. The HOMO energy (spin up / spin down) comes out at -7.10 / -5.86 eV.

Cartesian coordinates (Å):
S: 1.454 2.994 0.183
O: 2.762 -0.587 0.939
N: 2.490 0.750 1.210
C: -2.816 -0.399 1.384
C: -1.504 -0.080 1.408
C: -3.630 -0.133 0.229
C: -1.665 0.697 -0.839
C: 1.814 0.328 -0.875
C: -0.915 0.521 0.308
C: -3.032 0.434 -0.927
C: 2.669 -2.139 -0.919
C: 2.392 -0.802 -0.328
C: 1.750 1.298 0.153
H: -3.410 0.574 -1.946
H: 1.903 -2.776 -0.374
H: -4.629 -0.513 0.405
H: -3.383 -0.792 2.246
H: 2.235 -2.205 -2.031
H: -0.950 -0.206 2.397
H: 1.262 0.471 -1.695
H: 2.454 1.062 2.122
H: -1.319 1.125 -1.750
H: 3.740 -2.441 -0.944
H: 0.327 2.821 -0.356

Force components x, y, z for each atom (eV/Å):
S 2.1 0.8 0.9
O 0.4 0.1 1.5
N -0.6 0.5 -4.2
C -3.0 0.1 -1.1
C 1.9 0.5 1.8
C 1.2 -0.4 0.5
C -0.6 0.2 0.5
C 2.0 -1.2 3.7
C 1.3 0.3 -0.3
C -0.1 -1.3 1.2
C -2.4 -0.6 -1.6
C -0.3 1.8 -2.5
C 0.2 -2.2 1.8
H -0.8 -0.1 0.7
H 1.6 -0.2 -0.4
H -0.3 0.5 -0.9
H 0.7 0.1 -0.3
H 1.2 0.6 2.4
H -0.5 0.1 -1.4
H -1.5 0.0 -3.3
H -0.2 0.0 2.3
H 1.1 0.4 -0.6
H -1.0 0.0 0.5
H -2.4 -0.1 -1.0


Q: Among the records above, which one has the highest largest force on an atom?
A: C27H35CrFN4P2


Q: Look up the energy relative to the best compared isomer or geometry (same formula, charge and spin) of the second one.
A: 692.00 kJ/mol


Q: Among the records above, which one has the lowest energy relative to the best compared isomer or geometry (same formula, charge and spin)?
A: C10H11NOS


Q: Among the records above, which one has the highest energy relative to the best compared isomer or geometry (same formula, charge and spin)?
A: C27H35CrFN4P2